1.
Density functional theory data (ωB97M-V with the def2-TZVPD basis set) for a cluster of 2 separate species, C12H25BrNO6P in total.

```
46
Properties=species:S:1:pos:R:3:forces:R:3
C 0.12841 -1.39033 -0.06539 0.2 0.1 -0.1
C -0.29157 -0.42901 -1.12730 -0.2 0.2 0.1
C -1.27272 -0.96835 -2.12277 -0.6 0.2 0.6
N 0.06106 0.80938 -1.20653 0.7 -0.7 -1.3
P 1.65689 1.22098 -1.38716 0.0 0.8 2.1
O 2.00473 1.07977 0.27997 0.0 -0.2 0.0
Br 1.20438 1.43744 -3.75089 -0.2 -0.1 -0.8
C 2.99860 0.05983 -1.90303 0.4 -0.2 -0.1
C 3.68663 -0.69781 -0.80055 -0.4 -1.0 0.8
O 3.19295 -1.58250 -0.13466 0.6 0.9 -0.7
O 4.98009 -0.30057 -0.62913 -0.5 0.7 -0.1
C 2.08491 3.01858 -1.38113 -0.3 -0.3 -1.0
C 0.88286 3.93086 -1.12570 0.4 0.6 0.7
C 0.19920 3.68625 0.22495 0.0 -0.1 -0.4
C 1.40410 5.39716 -1.13960 -0.2 -0.4 0.0
H -0.77178 -1.60207 0.51714 -0.2 -0.1 0.0
H 0.87544 -0.98915 0.60340 0.2 0.0 0.0
H 0.45604 -2.32389 -0.51261 0.1 -0.2 0.1
H -1.06396 -0.57397 -3.10990 0.1 0.1 -0.1
H -2.27155 -0.64131 -1.82841 -0.1 0.1 -0.1
H -1.29159 -2.05253 -2.10330 0.1 -0.1 -0.1
H 2.81298 1.53437 0.52547 0.2 0.1 0.1
H 2.65300 -0.64195 -2.65387 -0.3 -0.1 0.0
H 3.73191 0.68712 -2.40411 0.0 0.2 -0.1
H 5.20857 -0.43636 0.29619 0.2 -0.6 0.1
H 2.90780 3.23375 -0.70050 -0.1 -0.2 0.4
H 2.44279 3.24105 -2.38091 0.2 0.1 -0.1
H 0.17166 3.82148 -1.93738 -0.1 -0.3 -0.1
H -0.76416 4.18837 0.20620 -0.1 0.1 0.2
H 0.80374 4.10662 1.02520 0.1 0.1 0.1
H 0.05210 2.63717 0.44826 -0.2 -0.1 0.0
H 1.16086 5.88397 -0.20066 -0.1 0.2 0.1
H 2.48727 5.40270 -1.21976 0.1 0.2 -0.2
H 0.96630 5.97668 -1.94471 0.1 0.1 -0.2
C -5.59221 -4.10747 1.59738 -0.2 0.0 -0.1
O -4.84102 -4.43574 2.76786 -0.1 0.0 0.0
C -3.62600 -3.89650 2.80704 0.0 -0.1 0.1
O -3.14186 -3.18728 1.96583 0.1 0.1 -0.2
O -3.03839 -4.27720 3.93758 0.0 0.0 0.1
C -1.71495 -3.76645 4.11254 0.2 0.0 0.1
H -6.55015 -4.60834 1.69775 0.0 0.0 0.1
H -5.75056 -3.03298 1.53134 0.1 0.0 0.0
H -5.08729 -4.46764 0.70332 0.1 0.1 0.0
H -1.72386 -2.67874 4.14327 0.0 0.0 -0.1
H -1.06048 -4.11366 3.31548 0.0 0.1 -0.1
H -1.36118 -4.15174 5.06382 -0.1 -0.1 0.0
```
Positions in Å, forces in eV/Å.

Calculated values
maximum force: 0.044 Eh/bohr
molecular weight: 390.2 u
HOMO level: -8.43 eV
SMILES string: CC(C)=NP(O)(Br)(CC(=O)O)CC(C)C.COC(=O)OC
net charge: 0
Kohn-Sham gap: 8.721 eV
multiplicity: 1

Per-atom natural (NBO) charges, elementary charge units: -0.72 0.50 -0.70 -0.90 1.89 -1.04 -0.46 -0.89 0.80 -0.58 -0.70 -0.73 -0.22 -0.61 -0.60 0.25 0.26 0.24 0.26 0.25 0.22 0.47 0.29 0.28 0.50 0.21 0.25 0.22 0.21 0.19 0.23 0.21 0.20 0.22 -0.26 -0.49 0.98 -0.65 -0.49 -0.26 0.20 0.19 0.19 0.19 0.19 0.20

2.
Density functional theory data (ωB97M-V with the def2-TZVPD basis set) for a structure of composition C12H25CdN8O4.

```
50
Properties=species:S:1:pos:R:3:forces:R:3
Cd -2.34533 0.27706 -1.38219 0.1 -0.4 1.2
C -1.09418 -0.26908 1.53925 0.1 0.2 0.4
O -1.56533 -0.63546 0.27738 -0.2 -0.4 -0.3
H -1.86393 -0.36024 2.31773 0.0 0.2 0.0
H -0.27289 -0.92488 1.85123 0.0 -0.1 -0.2
H -0.68920 0.74767 1.58714 -0.1 0.0 0.0
C 0.71044 0.92136 -2.42390 0.8 0.6 -0.4
O -0.47334 1.03222 -2.05608 0.5 0.3 -0.3
N 1.04655 0.45827 -3.65244 -0.4 -0.3 0.2
N 1.73520 1.35016 -1.66314 -0.4 -0.2 0.1
H 1.97130 0.56440 -4.02908 0.0 -0.1 0.1
H 0.33808 0.03500 -4.22659 0.0 0.2 -0.1
H 1.53544 1.71120 -0.74230 0.1 0.1 0.0
H 2.69254 1.24200 -1.94763 0.0 0.0 0.1
C -1.28276 -2.07960 -3.27348 1.0 0.5 0.0
O -2.11013 -1.35120 -2.70914 -0.9 -0.5 -0.9
N -1.19322 -2.18755 -4.62353 0.3 -0.3 0.5
N -0.32652 -2.70796 -2.55222 0.0 0.1 0.2
H -1.90969 -1.83942 -5.23588 -0.2 -0.1 0.1
H -0.56834 -2.90330 -4.95657 -0.2 0.0 -0.4
H -0.22781 -2.42230 -1.58707 -0.3 -0.1 0.0
H 0.50723 -3.09267 -2.96395 -0.2 -0.1 -0.2
C -4.45005 -3.02981 0.72539 -0.7 -0.5 -0.7
O -5.46840 -3.69509 0.61498 0.3 0.3 0.2
N -4.32935 -1.97306 1.57937 0.2 0.1 -0.1
N -3.35698 -3.25519 -0.07701 0.2 0.3 0.3
H -5.10957 -1.77971 2.17878 0.1 -0.1 0.2
H -3.42094 -1.58725 1.76187 -0.1 0.1 0.1
H -3.47464 -3.90401 -0.83138 0.0 -0.1 0.0
H -2.59218 -2.59948 -0.06715 0.1 0.0 -0.1
N 0.32316 4.43886 0.08983 -0.3 0.3 0.3
C 0.66267 5.34532 1.06561 0.1 -0.4 -0.5
C 0.81037 4.64981 2.23538 -0.4 0.5 0.5
C 0.39416 3.31881 2.00334 0.6 -0.4 -0.5
C 0.14416 3.20393 0.65601 -0.3 0.0 0.0
H 0.08654 4.70280 -0.84938 0.0 -0.1 0.0
H 0.67872 6.39122 0.81258 0.4 0.0 0.2
H 1.11354 5.06820 3.18084 -0.1 0.0 0.0
H 0.35209 2.50419 2.70701 0.0 0.1 0.1
H -0.22732 2.37310 0.07771 0.0 0.0 0.0
N 3.13628 -0.08208 3.34290 0.1 -0.1 0.1
C 3.86904 -1.24006 3.39748 -0.2 0.0 -0.1
C 3.85735 -1.78333 2.14336 0.1 -0.3 -0.4
C 3.09872 -0.93026 1.29836 0.0 0.1 0.2
C 2.66894 0.11090 2.07809 -0.1 0.4 -0.1
H 2.95858 0.54389 4.10699 0.1 -0.1 0.1
H 4.29294 -1.60960 4.31375 0.1 0.1 0.0
H 4.33218 -2.69222 1.81119 0.1 0.0 0.2
H 2.91476 -1.06711 0.24579 0.0 0.0 0.0
H 2.12111 1.01152 1.85076 -0.1 -0.1 -0.1
```
Positions in Å, forces in eV/Å.

Calculated values
maximum force: 0.025 Eh/bohr
molecular weight: 457.8 u
HOMO level: -10.48 eV
net charge: +1
Kohn-Sham gap: 5.689 eV
multiplicity: 1

Per-atom natural (NBO) charges, elementary charge units: 1.76 -0.24 -1.05 0.14 0.18 0.15 0.82 -0.85 -0.82 -0.80 0.41 0.41 0.43 0.41 0.81 -0.83 -0.82 -0.81 0.43 0.41 0.43 0.41 0.77 -0.65 -0.86 -0.87 0.41 0.39 0.40 0.40 -0.51 -0.05 -0.30 -0.29 -0.14 0.41 0.22 0.23 0.22 0.20 -0.50 -0.07 -0.30 -0.31 -0.09 0.42 0.22 0.22 0.20 0.21

3.
Density functional theory data (ωB97M-V with the def2-TZVPD basis set) for a structure of composition C12H25Cl2Cu3N3O6.

```
51
Properties=species:S:1:pos:R:3:forces:R:3
Cu -0.83549 0.50575 0.60598 1.4 0.6 -0.8
Cu 2.57000 2.67123 -1.81615 -0.6 -1.6 1.1
Cu 3.16684 -1.74198 -0.29843 -0.1 0.2 0.1
C 1.78929 0.56504 -0.37178 -0.4 1.9 0.1
O 1.34562 -0.30571 0.36466 -2.4 -3.7 2.7
O 0.97791 1.47005 -0.73452 -1.6 2.9 -1.8
O 2.98556 0.64809 -0.65660 3.4 0.5 -1.6
C -1.72136 2.94738 -1.21295 -0.3 0.1 -1.5
O -2.00575 2.61352 -0.08344 -0.2 -1.1 1.3
N -2.61624 3.12114 -2.21432 1.0 0.1 -0.3
C -2.21473 3.70625 -3.48536 0.2 -0.3 -1.0
C -4.05655 2.99171 -2.15721 -0.3 0.3 0.1
H -0.68410 3.08335 -1.55616 -0.1 0.1 0.2
H -2.65645 4.68176 -3.68875 -0.1 0.2 0.5
H -2.56850 3.07822 -4.30300 -0.2 -0.2 0.0
H -1.14886 3.78796 -3.69833 0.1 -0.1 0.8
H -4.43984 3.97743 -1.89351 -0.5 -0.1 0.0
H -4.37231 2.73336 -3.16798 -0.2 0.1 0.1
H -4.49340 2.24392 -1.49534 0.7 0.0 0.3
C 1.72600 -2.69659 5.32740 0.6 1.4 -0.8
O 2.45326 -1.72658 5.53732 -0.9 -1.3 0.0
N 0.84948 -2.77890 4.27976 0.4 0.8 1.3
C 0.16132 -3.98983 4.03231 0.8 -1.7 0.1
C 0.80189 -1.80295 3.23927 -0.9 0.6 -0.2
H 1.74743 -3.62855 5.91323 -0.1 0.2 0.3
H -0.75552 -3.88369 3.45244 0.2 0.1 0.1
H -0.02564 -4.53773 4.95587 -0.4 0.2 0.1
H 0.89575 -4.61939 3.52996 -0.5 -0.6 -0.7
H 0.96331 -0.80371 3.64368 0.4 -0.1 -0.1
H 1.39710 -2.01252 2.35050 0.5 0.0 0.2
H -0.22950 -1.83063 2.88773 -0.2 0.2 -0.2
C -0.27077 -2.84253 -4.29517 -2.2 0.1 -2.0
O -0.85026 -3.32255 -5.29232 1.8 0.3 1.7
N -0.95931 -2.10981 -3.38983 0.2 0.1 0.3
C -0.22228 -1.44080 -2.32068 -0.3 0.0 0.2
C -2.40892 -1.88651 -3.54034 0.7 0.9 0.4
H 0.80686 -2.81662 -4.07104 0.0 -0.5 -0.3
H -0.61020 -1.72742 -1.34320 -0.2 0.1 0.1
H -0.19838 -0.35477 -2.41058 -0.4 0.2 -0.1
H 0.83481 -1.70228 -2.27289 0.0 -0.5 -0.4
H -2.57980 -0.81044 -3.50892 0.1 0.3 -0.1
H -2.79902 -2.22356 -4.50071 0.3 -0.4 0.3
H -2.96363 -2.25293 -2.67654 0.0 -0.5 -0.1
Cl 4.24580 1.09284 4.25096 -0.1 0.2 -0.3
C 3.51465 1.39633 2.65428 -0.1 1.1 -0.7
C 2.21897 2.26411 2.76684 0.0 -1.9 -0.7
Cl 2.40529 3.89749 3.41590 0.2 -0.2 0.3
H 3.41085 0.43730 2.14676 -0.9 0.0 0.3
H 4.22271 1.88525 1.98516 0.3 0.4 0.5
H 1.50205 1.63320 3.29228 0.0 0.6 0.8
H 1.69395 2.41655 1.82386 0.6 -0.2 -0.5
```
Positions in Å, forces in eV/Å.

Calculated values
maximum force: 0.101 Eh/bohr
molecular weight: 568.9 u
HOMO level (alpha / beta): -5.19 / -8.22 eV
net charge: 0
Kohn-Sham gap (alpha / beta): 3.293 / 6.295 eV
multiplicity: 2

Per-atom natural (NBO) charges, elementary charge units: 0.91 0.86 0.07 0.91 -0.90 -0.98 -0.88 0.55 -0.69 -0.42 -0.42 -0.42 0.14 0.20 0.20 0.22 0.21 0.21 0.23 0.53 -0.60 -0.44 -0.41 -0.41 0.11 0.21 0.21 0.19 0.23 0.22 0.17 0.52 -0.64 -0.43 -0.43 -0.42 0.13 0.19 0.20 0.23 0.18 0.25 0.20 -0.04 -0.40 -0.41 -0.04 0.24 0.21 0.21 0.22

4.
Density functional theory data (ωB97M-V with the def2-TZVPD basis set) for a structure of composition C12H25InN2O3P2S2.

```
47
Properties=species:S:1:pos:R:3:forces:R:3
In 0.10288 -1.29189 -1.05497 0.1 -0.2 0.1
C 3.62762 3.12791 0.35878 0.8 1.8 1.3
C 2.29073 3.14207 -0.29545 0.5 -1.9 0.7
O 1.52971 2.19785 0.51952 -0.2 0.2 0.4
P 0.16963 1.50002 0.18664 0.2 1.3 0.6
S 0.03035 -0.12062 1.29540 0.0 -0.9 0.1
S -0.04410 1.19254 -1.75245 -0.2 -0.3 -0.9
O -0.84797 2.58648 0.71658 0.6 0.3 -0.3
C -2.26645 2.47740 0.62968 0.3 -2.0 -0.2
C -2.81070 3.57471 1.44952 -1.4 -0.4 -0.4
H 4.41789 3.64411 -0.25335 -0.8 -0.5 0.6
H 3.91007 2.10056 0.58429 0.2 0.2 0.0
H 3.47074 3.72854 1.33094 0.7 -1.1 -1.3
H 2.28971 2.66158 -1.23442 0.1 0.1 -1.5
H 1.90112 4.11782 -0.29758 -1.1 1.1 -0.1
H -2.52016 1.48934 1.04699 -0.1 0.2 0.2
H -2.54191 2.37804 -0.41136 -0.2 0.7 -0.4
H -2.61499 3.27321 2.46405 0.3 0.8 0.6
H -3.89802 3.62079 1.33859 0.0 0.0 0.0
H -2.41087 4.50295 1.09220 0.3 0.6 0.4
N 2.86467 -3.38314 0.49186 -0.2 -0.6 0.4
C 3.33374 -2.23708 -0.02169 1.0 1.2 0.0
C 4.52612 -1.61898 0.43754 0.4 -1.7 1.2
C 4.96233 -0.46650 -0.15969 2.3 -0.4 1.4
C 4.33166 0.04801 -1.24154 -2.4 -0.9 -0.3
C 3.12247 -0.56437 -1.58638 1.5 -0.1 0.8
N 2.60773 -1.67188 -1.01260 0.7 0.7 0.2
H 3.28377 -3.83912 1.30886 -0.4 0.3 -1.0
H 2.17434 -3.81295 -0.10160 0.0 -0.5 0.5
H 5.15319 -2.17671 1.22067 -1.1 1.1 -1.1
H 5.90426 0.01145 0.17977 -0.7 -0.5 -0.1
H 4.68173 0.93193 -1.68421 0.2 0.9 -0.8
H 2.55488 -0.11506 -2.33685 -1.0 0.4 -1.2
C -3.08184 -2.32818 1.30308 1.1 0.5 0.1
P -3.29251 -2.15587 -0.46508 0.4 -0.3 1.0
C -4.38212 -0.80266 -0.77003 -2.8 0.1 1.2
C -4.20336 -3.60683 -0.99892 -0.7 1.1 0.6
O -1.99129 -1.97774 -1.23494 -0.4 -0.3 0.1
H -4.04877 -2.09350 1.70674 -0.6 -0.3 0.5
H -2.39440 -1.55629 1.71003 -0.3 -0.5 -0.4
H -2.71254 -3.33238 1.56692 -0.3 0.4 0.0
H -5.49252 -1.17754 -0.66625 2.1 0.7 -0.1
H -4.22831 -0.56958 -1.79220 0.0 0.5 -1.1
H -4.28941 0.11127 -0.14261 0.3 -0.8 -0.4
H -5.13352 -3.85737 -0.44849 0.8 0.3 0.1
H -3.50841 -4.40644 -1.01957 0.4 -1.0 -0.4
H -4.52714 -3.25589 -1.95641 -0.1 -0.5 -1.1
```
Positions in Å, forces in eV/Å.

Calculated values
maximum force: 0.060 Eh/bohr
molecular weight: 486.2 u
HOMO level (alpha / beta): -10.14 / -11.25 eV
net charge: +1
Kohn-Sham gap (alpha / beta): 8.005 / 7.069 eV
multiplicity: 2

Per-atom natural (NBO) charges, elementary charge units: 1.09 -0.63 -0.05 -0.85 1.75 -0.57 -0.58 -0.83 -0.06 -0.63 0.23 0.22 0.22 0.19 0.20 0.17 0.19 0.23 0.22 0.23 -0.79 0.40 -0.29 -0.13 -0.31 0.07 -0.55 0.42 0.41 0.23 0.23 0.23 0.20 -1.02 1.97 -1.04 -0.99 -1.16 0.25 0.27 0.26 0.26 0.27 0.27 0.27 0.26 0.25

5.
Density functional theory data (ωB97M-V with the def2-TZVPD basis set) for a cluster of 2 separate species, C12H25N2O2 in total.

```
41
Properties=species:S:1:pos:R:3:forces:R:3
C 1.73365 -0.89448 1.00756 0.8 0.9 1.8
C 2.20110 0.08481 1.87373 -0.4 -1.1 -2.1
C 2.83136 1.45924 1.40309 -1.8 0.9 1.0
C 2.50046 1.92008 -0.10868 2.3 -2.7 -0.4
N 1.09279 2.51271 -0.17705 1.9 -0.3 0.3
C 0.83953 3.11081 1.16953 0.2 2.3 3.9
N -0.47848 3.06545 1.82068 -0.3 -0.4 -1.3
C -1.56935 2.47361 1.01044 -0.4 -2.0 0.4
C -1.46805 0.85795 1.13085 -1.1 0.1 -0.6
C 2.02638 2.65946 2.15763 1.3 0.2 -1.5
H 1.19015 -1.77249 1.47570 0.9 1.0 -0.8
H 1.90630 -0.92137 -0.10670 -0.5 0.2 1.5
H 2.12950 -0.09521 2.99065 0.0 0.5 -1.5
H 3.92493 1.52183 1.71598 -1.4 0.0 -0.9
H 3.30962 2.55335 -0.59625 -1.3 -0.3 1.0
H 2.47723 0.97697 -0.74540 -0.1 1.3 0.6
H 0.56099 1.69848 -0.51660 -0.8 0.7 0.3
H 1.13814 3.32491 -0.80170 -0.5 -0.8 -0.4
H 1.03726 4.23528 1.09274 -0.2 -1.5 -0.9
H -0.42477 2.61632 2.73629 0.0 0.0 -0.6
H -1.49823 2.76231 -0.08127 0.0 0.0 1.3
H -2.60766 2.73685 1.37320 1.4 0.3 -0.3
H -2.44070 0.42810 1.54965 1.3 0.6 -0.6
H -0.64502 0.53682 1.83275 -0.8 0.4 -1.0
H -1.33212 0.41164 0.09497 0.1 0.3 1.5
H 2.77138 3.51183 2.07784 -0.9 -0.8 0.7
H 1.73085 2.49013 3.23366 0.2 0.1 -1.4
O -0.12971 -0.94383 -1.28053 0.0 -0.1 -0.5
C -0.73570 -1.97815 -1.46740 -0.4 0.0 -0.1
O -0.58118 -2.64232 -2.61580 0.6 0.3 0.1
C -1.10300 -3.95814 -2.86677 -0.4 -0.3 -0.1
C -2.54196 -3.89391 -3.33588 -0.1 0.2 0.1
C -1.73161 -2.47840 -0.45780 0.2 -0.4 0.4
H -0.97281 -4.60372 -1.99579 0.0 0.1 0.0
H -0.48473 -4.38254 -3.65937 0.1 0.3 0.1
H -3.19392 -3.45862 -2.57596 0.0 -0.1 0.0
H -2.91216 -4.89168 -3.57738 0.1 0.1 0.0
H -2.62449 -3.26314 -4.22363 0.1 -0.1 0.0
H -2.68054 -1.96055 -0.60506 0.0 0.0 0.0
H -1.35234 -2.25732 0.54126 -0.1 0.2 -0.1
H -1.89310 -3.55304 -0.49317 -0.2 0.1 -0.2
```
Positions in Å, forces in eV/Å.

Calculated values
maximum force: 0.088 Eh/bohr
molecular weight: 229.3 u
HOMO level: -12.29 eV
net charge: +1
Kohn-Sham gap: 9.562 eV
multiplicity: 1

Per-atom natural (NBO) charges, elementary charge units: -0.39 -0.23 -0.26 -0.26 -0.56 0.10 -0.62 -0.24 -0.68 -0.41 0.22 0.22 0.23 0.26 0.25 0.25 0.48 0.46 0.21 0.38 0.19 0.23 0.23 0.22 0.23 0.23 0.25 -0.65 0.83 -0.49 -0.07 -0.64 -0.75 0.18 0.21 0.21 0.23 0.23 0.25 0.24 0.23